Molecular formula: C9H13O2PS2
Method: DFT, ωB97M-V/def2-TZVPD

Properties
Highest occupied orbital energy   -8.48 eV
Orbital gap   7.24 eV
SMILES   COP(=S)(OC)C(=S)C1=CCCC=C1
LUMO energy   -1.24 eV

Positions of all 27 atoms, in Å:
C 2.123 -0.961 3.425
O 2.055 0.406 3.028
P 1.645 0.716 1.531
S 2.319 2.478 1.132
O 2.206 -0.547 0.621
C 2.864 -0.075 -0.560
C -0.256 0.590 1.696
S -0.877 0.491 3.238
C -1.050 0.776 0.608
C -0.624 1.159 -0.617
C -1.557 1.322 -1.782
C -2.628 0.208 -1.789
C -3.152 0.022 -0.370
C -2.469 0.380 0.741
H 1.225 -1.439 3.122
H 2.137 -0.997 4.579
H 3.016 -1.457 3.315
H 3.345 0.978 -0.564
H 2.276 -0.111 -1.412
H 3.503 -0.894 -0.763
H 0.478 1.509 -0.816
H -1.962 2.255 -1.647
H -1.084 1.222 -2.815
H -2.340 -0.795 -2.372
H -3.503 0.432 -2.454
H -4.133 -0.335 -0.449
H -2.930 0.193 1.638


Molecular formula: C40H42AsCrN3P
Method: DFT, ωB97M-V/def2-TZVPD

Properties
Highest occupied orbital energy (spin up / spin down)   -9.69 / -10.50 eV
Total charge   +1
<S²>   6.037
Multiplicity   5
Orbital gap (spin up / spin down)   7.41 / 8.10 eV
LUMO energy (spin up / spin down)   -2.28 / -2.39 eV

Positions of all 88 atoms, in Å:
Cr 0.274 0.819 0.755
N 2.795 1.891 -1.038
C 3.211 1.677 0.281
C 4.580 1.710 0.547
C 5.015 1.518 1.838
C 4.072 1.319 2.844
C 2.746 1.277 2.489
N 2.307 1.420 1.223
C 1.635 2.557 -1.443
C 1.730 3.451 -2.513
C 0.600 4.121 -2.925
C -0.600 3.899 -2.251
C -0.608 2.988 -1.226
N 0.482 2.295 -0.832
H 3.573 2.076 -1.649
H 5.280 1.900 -0.255
H 6.072 1.540 2.063
H 4.362 1.187 3.875
H 1.983 1.105 3.233
H 2.685 3.621 -2.990
H 0.653 4.822 -3.747
H -1.510 4.412 -2.525
H -1.526 2.769 -0.701
C -2.796 2.911 1.865
C -3.663 2.568 0.681
C -4.669 3.447 0.297
C -5.516 3.162 -0.762
C -5.370 1.975 -1.461
C -4.371 1.084 -1.097
C -3.511 1.369 -0.038
P -2.164 0.227 0.432
C -2.428 -1.243 -0.637
C -3.082 -2.371 -0.147
C -3.286 -3.487 -0.946
C -2.820 -3.491 -2.249
C -2.152 -2.378 -2.742
C -1.948 -1.248 -1.960
C -1.234 -0.067 -2.559
C -2.621 -0.294 2.100
C -3.932 -0.645 2.437
C -4.219 -1.118 3.701
C -3.186 -1.243 4.629
C -1.901 -0.853 4.303
C -1.591 -0.338 3.039
C -0.228 0.233 2.738
H -3.097 2.340 2.745
H -2.874 3.971 2.102
H -1.741 2.676 1.688
H -4.791 4.372 0.849
H -6.293 3.864 -1.036
H -6.031 1.734 -2.283
H -4.270 0.153 -1.638
H -3.433 -2.389 0.874
H -3.803 -4.348 -0.546
H -2.970 -4.356 -2.882
H -1.789 -2.384 -3.762
H -0.978 -0.262 -3.599
H -0.311 0.149 -2.012
H -1.853 0.833 -2.531
H -4.720 -0.551 1.698
H -5.231 -1.394 3.965
H -3.395 -1.627 5.619
H -1.117 -0.915 5.050
H 0.513 -0.379 3.268
H -0.197 1.216 3.241
C 0.251 -3.280 0.458
As 1.236 -1.668 0.001
C 2.740 -1.927 1.215
C 2.013 -2.267 -1.734
C 3.510 -2.259 -1.753
C 4.212 -1.120 -2.137
C 5.598 -1.093 -2.105
C 6.308 -2.210 -1.689
C 5.619 -3.357 -1.319
C 4.233 -3.380 -1.354
H 0.943 -4.122 0.473
H -0.530 -3.461 -0.277
H -0.209 -3.165 1.440
H 3.551 -1.242 0.969
H 3.112 -2.948 1.164
H 2.387 -1.716 2.224
H 1.606 -1.613 -2.505
H 1.631 -3.274 -1.907
H 3.655 -0.255 -2.478
H 6.132 -0.206 -2.423
H 7.389 -2.194 -1.669
H 6.163 -4.240 -1.010
H 3.702 -4.283 -1.073


Molecular formula: C19H22N4O2
Method: DFT, ωB97M-V/def2-TZVPD

Properties
Highest occupied orbital energy   -7.24 eV
Orbital gap   7.98 eV
SMILES   CN(C)c1ccc2c(c1)CCN=C(NCc1ccc3c(c1)OCO3)N2
LUMO energy   0.75 eV

Positions of all 47 atoms, in Å:
C 4.055 0.176 -4.353
N 3.116 -0.962 -3.993
C 3.024 -2.097 -4.903
C 2.297 -0.918 -2.813
C 2.020 0.272 -2.225
C 1.085 0.454 -1.214
C 0.413 -0.752 -0.657
C 0.785 -1.962 -1.117
C 1.682 -1.994 -2.226
C 0.473 -3.230 -0.493
C -1.008 -3.445 -0.320
N -1.641 -2.611 0.695
C -1.362 -1.424 1.006
N -2.230 -0.982 1.950
C -1.742 -0.500 3.282
C -1.689 0.971 3.428
C -0.586 1.726 3.812
C -0.559 3.154 3.767
C -1.712 3.795 3.426
C -2.834 3.043 3.062
C -2.907 1.687 3.106
O -3.822 3.743 2.387
C -3.390 5.046 2.470
O -2.027 5.069 2.986
N -0.532 -0.533 0.435
H 3.549 0.686 -5.198
H 5.021 -0.241 -4.820
H 4.393 0.799 -3.547
H 3.633 -2.995 -4.636
H 2.033 -2.386 -4.894
H 3.165 -1.781 -5.929
H 2.498 1.099 -2.660
H 0.760 1.432 -0.899
H 1.994 -2.889 -2.688
H 1.020 -3.319 0.440
H 0.812 -4.111 -1.126
H -1.497 -3.314 -1.293
H -1.123 -4.463 0.066
H -3.038 -1.594 2.010
H -0.822 -1.098 3.573
H -2.488 -0.943 3.934
H 0.389 1.161 3.911
H 0.339 3.739 3.983
H -3.758 1.137 2.690
H -3.283 5.368 1.509
H -4.060 5.686 3.016
H -0.447 0.301 1.057


Molecular formula: C13H18N2O4
Method: DFT, ωB97M-V/def2-TZVPD

Properties
Highest occupied orbital energy   -8.71 eV
Orbital gap   9.22 eV
SMILES   C[C@@H](O)[C@H](NC(=O)[C@@H](N)Cc1ccccc1)C(=O)O
LUMO energy   0.52 eV

Positions of all 37 atoms, in Å:
C -4.118 2.165 2.089
C -2.988 2.030 1.057
O -2.623 3.250 0.570
C -1.800 1.131 1.694
N -0.600 1.087 0.849
C -0.468 1.303 -0.462
O -1.297 1.679 -1.252
C 0.989 0.919 -0.925
N 2.037 0.839 0.146
C 0.737 -0.407 -1.716
C 1.770 -1.568 -1.675
C 2.481 -1.993 -0.499
C 3.458 -2.866 -0.534
C 3.774 -3.533 -1.718
C 3.064 -3.126 -2.901
C 2.098 -2.191 -2.861
C -1.887 -0.214 2.321
O -1.019 -1.027 2.285
O -3.123 -0.475 2.710
H -3.715 1.891 3.136
H -5.202 1.847 2.030
H -4.231 3.266 1.907
H -3.382 1.530 0.177
H -2.399 3.997 1.308
H -1.445 1.778 2.553
H 0.269 0.829 1.294
H 1.154 1.720 -1.724
H 2.972 0.776 -0.231
H 2.006 1.863 0.484
H 0.714 -0.061 -2.775
H -0.273 -0.864 -1.460
H 2.284 -1.569 0.530
H 4.171 -3.105 0.317
H 4.657 -4.126 -1.851
H 3.336 -3.582 -3.875
H 1.755 -1.817 -3.818
H -3.155 -1.377 2.823


Molecular formula: C3H6O3S
Method: DFT, ωB97M-V/def2-TZVPD

Properties
Highest occupied orbital energy   -9.55 eV
Orbital gap   8.04 eV
LUMO energy   -1.51 eV

Positions of all 13 atoms, in Å:
C 0.365 0.503 1.116
C -1.574 -0.621 -0.128
C -0.722 0.733 0.094
O 2.496 -0.575 -2.467
O 1.975 -0.619 -0.019
O 1.153 1.419 1.448
S 2.870 -0.259 -1.114
H 0.217 -0.427 1.745
H -0.946 -1.468 -0.262
H -2.229 -0.506 -1.017
H -2.168 -0.884 0.807
H -1.187 1.549 0.664
H -0.249 1.154 -0.869


Molecular formula: C4H10N2
Method: DFT, ωB97M-V/def2-TZVPD

Properties
Highest occupied orbital energy   -8.60 eV
Orbital gap   9.37 eV
SMILES   C=CN.C=NC
LUMO energy   0.77 eV

Positions of all 16 atoms, in Å:
C -1.572 3.213 0.310
C -1.800 2.030 0.939
N -2.495 1.880 2.235
H -1.688 4.169 0.828
H -1.374 3.370 -0.736
H -1.558 1.102 0.539
H -3.412 2.271 2.341
H -2.435 0.935 2.622
C 3.034 -1.781 -0.849
N 2.411 -2.792 -1.346
C 0.865 -2.617 -1.436
H 4.011 -1.813 -0.480
H 2.533 -0.922 -0.548
H 0.543 -1.866 -0.747
H 0.285 -3.578 -1.364
H 0.526 -2.358 -2.464


Molecular formula: C6H10N4
Method: DFT, ωB97M-V/def2-TZVPD

Properties
Highest occupied orbital energy   -9.90 eV
Orbital gap   9.82 eV
SMILES   CCCC[C@H]1N=NC12N=N2
LUMO energy   -0.08 eV

Positions of all 20 atoms, in Å:
C -2.134 -1.428 -1.314
C -0.602 -1.443 -1.201
C -0.460 -0.500 0.065
C 0.984 -0.389 0.566
C 1.059 0.884 1.424
N 2.412 1.266 2.125
N 2.541 2.351 1.505
C 1.405 2.267 0.722
N 1.177 2.608 -0.630
N 0.629 3.326 0.182
H -2.702 -2.145 -0.716
H -2.493 -1.557 -2.257
H -2.573 -0.498 -0.854
H -0.226 -1.041 -2.148
H -0.282 -2.476 -1.018
H -0.749 0.470 -0.390
H -1.198 -1.030 0.773
H 1.675 -0.235 -0.180
H 1.226 -1.345 1.195
H 0.312 0.917 2.150


Molecular formula: C20H20B2BeF8N4
Method: DFT, ωB97M-V/def2-TZVPD

Properties
Highest occupied orbital energy (spin up / spin down)   -11.70 / -11.70 eV
Total charge   +1
<S²>   0.770
Multiplicity   2
Orbital gap (spin up / spin down)   6.39 / 2.27 eV
LUMO energy (spin up / spin down)   -5.31 / -9.44 eV

Positions of all 55 atoms, in Å:
Be 25.383 0.520 3.174
B 26.170 0.017 6.010
F 26.855 0.616 7.045
F 24.996 0.646 5.708
F 26.976 -0.004 4.893
F 25.935 -1.291 6.493
B 24.719 0.283 0.275
F 24.275 0.862 -0.879
F 25.598 1.135 0.839
F 23.755 0.010 1.151
F 25.418 -0.849 -0.020
N 26.554 2.810 3.605
C 26.644 3.612 2.533
C 27.538 4.688 2.405
C 28.246 5.105 3.512
C 27.998 4.446 4.709
C 27.240 3.229 4.707
H 25.907 3.465 1.757
H 27.666 5.169 1.446
H 28.921 5.948 3.541
H 28.428 4.806 5.632
H 27.022 2.681 5.612
N 23.261 2.118 3.363
C 22.930 2.572 2.132
C 21.907 3.457 1.845
C 21.287 4.109 2.879
C 21.562 3.725 4.141
C 22.587 2.721 4.332
H 23.369 2.227 1.208
H 21.632 3.726 0.836
H 20.638 4.963 2.755
H 21.025 4.265 4.907
H 22.794 2.403 5.343
N 23.110 -0.877 3.871
C 22.013 -0.895 3.118
C 20.822 -1.574 3.401
C 20.782 -2.329 4.586
C 21.900 -2.395 5.368
C 23.029 -1.695 4.977
H 22.001 -0.350 2.186
H 20.054 -1.662 2.647
H 19.884 -2.861 4.861
H 21.894 -3.029 6.243
H 23.869 -1.886 5.629
N 25.871 -2.067 3.077
C 26.716 -2.695 3.971
C 26.786 -4.099 4.043
C 25.976 -4.876 3.141
C 25.149 -4.197 2.254
C 25.158 -2.834 2.175
H 27.381 -2.186 4.653
H 27.547 -4.543 4.668
H 26.048 -5.954 3.162
H 24.550 -4.788 1.577
H 24.571 -2.295 1.446


Molecular formula: C10H13O2S
Method: DFT, ωB97M-V/def2-TZVPD

Properties
Highest occupied orbital energy   -2.91 eV
Total charge   -1
Orbital gap   6.18 eV
LUMO energy   3.27 eV

Positions of all 26 atoms, in Å:
C 1.389 -0.654 0.880
C 1.933 0.514 0.549
C 1.199 -1.498 -0.423
C 0.152 -0.733 1.678
C 0.539 0.867 -1.289
C -0.377 1.443 0.786
C -1.232 -0.541 -0.401
C 0.929 1.451 0.065
C 0.105 -0.706 -1.156
C -0.909 0.076 0.985
O 4.441 1.279 0.780
O 3.510 1.203 -1.485
S 3.661 0.485 -0.210
H 2.037 -1.538 -1.199
H 0.687 -2.393 -0.219
H -0.122 -1.829 1.754
H 0.293 -0.157 2.607
H -0.280 1.495 -1.686
H 1.409 0.996 -1.950
H -0.290 1.852 1.791
H -1.211 1.791 0.188
H -2.014 0.035 -0.878
H -1.588 -1.504 -0.058
H 1.280 2.505 -0.046
H -0.032 -1.165 -2.211
H -1.912 -0.013 1.597


Molecular formula: C22H23N3O2
Method: DFT, ωB97M-V/def2-TZVPD

Properties
Highest occupied orbital energy   -7.73 eV
Orbital gap   8.42 eV
SMILES   CC(=O)N[C@H](Cc1c[nH]c2ccccc12)C(=O)N1CCc2ccccc2C1
LUMO energy   0.69 eV

Positions of all 50 atoms, in Å:
C -0.624 -4.181 -1.582
C 0.208 -2.992 -1.153
O 1.332 -3.083 -0.702
N -0.423 -1.809 -1.305
C 0.165 -0.554 -0.914
C -0.367 -0.116 0.478
C -0.137 -1.213 1.461
C 0.995 -1.449 2.185
N 0.869 -2.613 2.890
C -0.341 -3.174 2.610
C -0.915 -4.358 3.056
C -2.175 -4.671 2.596
C -2.857 -3.824 1.716
C -2.295 -2.649 1.272
C -1.016 -2.311 1.714
C -0.245 0.496 -1.943
O -1.261 0.335 -2.601
N 0.523 1.594 -2.074
C 0.066 2.686 -2.910
C -0.477 3.800 -2.017
C 0.484 4.127 -0.906
C 0.351 5.315 -0.197
C 1.207 5.623 0.843
C 2.214 4.737 1.191
C 2.353 3.552 0.494
C 1.495 3.238 -0.553
C 1.695 1.947 -1.312
H -1.402 -4.349 -0.839
H -1.088 -4.000 -2.548
H 0.008 -5.062 -1.636
H -1.331 -1.742 -1.743
H 1.244 -0.722 -0.867
H 0.135 0.800 0.793
H -1.436 0.087 0.389
H 1.889 -0.860 2.256
H 1.590 -3.031 3.454
H -0.388 -5.010 3.737
H -2.649 -5.586 2.918
H -3.845 -4.106 1.382
H -2.832 -2.002 0.593
H -0.710 2.305 -3.575
H 0.911 3.049 -3.504
H -0.682 4.692 -2.612
H -1.423 3.470 -1.577
H -0.435 6.004 -0.471
H 1.091 6.551 1.382
H 2.886 4.969 2.003
H 3.136 2.857 0.761
H 1.970 1.152 -0.621
H 2.534 2.080 -2.013


Molecular formula: C4H12OS2
Method: DFT, ωB97M-V/def2-TZVPD

Properties
Highest occupied orbital energy   -8.93 eV
Orbital gap   9.51 eV
SMILES   CCCSSC.O
LUMO energy   0.58 eV

Positions of all 19 atoms, in Å:
C 1.331 -0.368 -2.172
C -0.150 -0.041 -2.160
C -0.665 0.713 -0.942
S 0.030 0.242 0.654
S -0.384 -1.780 0.694
C -1.858 -1.868 1.740
H 1.988 0.487 -2.236
H 1.603 -1.106 -2.915
H 1.629 -0.848 -1.243
H -0.700 -0.984 -2.213
H -0.388 0.531 -3.062
H -1.744 0.625 -0.914
H -0.460 1.780 -1.063
H -1.621 -2.436 2.645
H -2.603 -2.445 1.184
H -2.256 -0.901 2.032
O 2.015 3.876 0.838
H 2.247 2.951 1.006
H 1.370 3.797 0.119


Molecular formula: C6H11N5O
Method: DFT, ωB97M-V/def2-TZVPD

Properties
Highest occupied orbital energy (spin up / spin down)   -14.76 / -14.90 eV
Total charge   +2
Orbital gap (spin up / spin down)   5.02 / 3.77 eV
LUMO energy (spin up / spin down)   -9.74 / -11.14 eV

Positions of all 23 atoms, in Å:
C 0.486 0.160 -0.825
C 1.620 -0.248 -0.090
C -3.919 1.895 3.476
C 0.366 0.031 -2.318
C 2.217 -1.724 -1.805
C 0.031 0.319 1.194
N -0.466 0.610 0.020
N 2.605 -1.099 -0.569
N 1.340 -0.063 1.216
N -2.915 1.144 3.313
N 1.595 -0.745 -2.722
O -4.791 2.242 2.627
H -4.274 2.343 4.550
H -0.635 -0.482 -2.569
H 0.147 0.965 -2.765
H 3.090 -2.247 -2.362
H 1.515 -2.547 -1.506
H -4.400 1.705 1.886
H 3.294 -1.608 -0.036
H 1.752 -0.369 2.046
H -2.364 0.992 4.117
H 1.395 -1.256 -3.715
H 2.312 -0.019 -3.163


Molecular formula: C4H7INO
Method: DFT, ωB97M-V/def2-TZVPD

Properties
Highest occupied orbital energy   -13.65 eV
Total charge   +1
Orbital gap   9.01 eV
LUMO energy   -4.64 eV

Positions of all 14 atoms, in Å:
C 2.071 1.715 0.301
C 0.065 0.628 0.776
C -1.741 -0.957 0.325
C 0.326 -0.681 -1.064
N -0.476 -0.303 0.102
O 2.845 1.252 -0.438
I -0.650 1.525 2.487
H 1.873 2.641 0.993
H -2.180 -0.580 1.139
H -1.439 -2.064 0.244
H -2.340 -0.701 -0.445
H -0.052 -1.718 -1.503
H 1.477 -0.681 -0.960
H 0.222 -0.076 -1.955